[1]
Here is C25H36AsCsN2O8PS as an isolated structure in a non-equilibrium geometry from OMol25. Energies are from ωB97M-V/def2-TZVPD.

```
! RIJCOSX wB97M-V def2-TZVPD def2/J DEFGRID3
* xyz -1 1
Cs 0.23377 0.28136 0.38042
As -0.89346 0.09368 4.37989
S 0.91329 1.29124 4.52263
P -1.85909 3.61175 -0.45058
O 3.01229 -0.89548 1.22949
O 0.19539 2.66877 1.76878
O -2.04008 -0.41547 1.59050
O 0.71598 0.69901 -2.11644
O -2.87477 4.22024 -1.60630
O -2.84471 3.90276 0.81168
O -3.32049 -1.15347 3.27457
O -0.82328 4.83137 -0.21944
N 2.13437 -1.55654 -1.26803
N 2.19142 -1.81990 -2.50194
C -2.47573 3.94574 -2.95013
C 1.50641 -1.09863 -3.44614
C 3.71984 -4.74940 -0.15799
C 2.83939 -2.51592 -0.48419
C -4.26373 -1.68363 2.33269
C 0.87280 -1.07399 -5.84775
C 0.07376 -1.60691 3.85448
C -1.26753 6.13532 0.15638
C -1.52594 -0.67743 6.05998
C 0.75070 0.10849 -3.21362
C -2.15481 1.67003 4.46769
C 1.74552 -2.70997 -7.40394
C -2.22759 -0.50718 2.78449
C -3.87129 2.94247 1.04530
C 3.06922 -3.80984 -0.94277
C 0.95533 -1.61887 -7.14017
C 0.05523 0.07351 -5.57863
C 4.14607 -4.39806 1.11142
C 3.50100 -0.50337 2.50229
C 2.41039 -2.76913 -5.08229
C 2.48052 -3.28197 -6.35458
C 3.92006 -3.11427 1.59272
C -0.00035 0.62533 -4.35331
C 1.60114 -1.64830 -4.78256
C 3.26809 -2.16570 0.81229
H 2.70802 -4.06164 -1.92968
H -3.47259 1.92387 1.00483
H 4.25442 -2.85537 2.58712
H -1.88686 2.30716 5.31057
H -4.13229 -1.22601 1.35545
H -2.03354 2.23181 3.53924
H -1.41299 4.14641 -3.10653
H 4.64929 -5.12005 1.74229
H -5.25629 -1.47371 2.72592
H -0.51604 0.49839 -6.39857
H 0.49824 -1.52797 2.85331
H -3.05489 4.59876 -3.60020
H -3.18276 1.30853 4.56170
H -4.12146 -2.76069 2.24586
H 0.43511 2.40803 2.68993
H -4.67148 3.05137 0.31024
H 2.98633 -3.21306 -4.28374
H -2.67349 2.90427 -3.21127
H 3.11559 -4.13852 -6.54911
H -0.60125 1.50573 -4.15274
H 3.07018 -1.10771 3.30301
H 3.87970 -5.75295 -0.53222
H 4.59308 -0.56570 2.53639
H -2.13233 6.43829 -0.43557
H -2.44467 -1.22847 5.85436
H 3.17565 0.52122 2.65347
H -0.44122 6.81916 -0.02811
H 0.67575 3.47680 1.57086
H -0.77244 -1.35128 6.46244
H 0.87804 -1.77302 4.57096
H 1.80536 -3.12117 -8.40390
H 0.37957 -1.15421 -7.93408
H -0.64110 -2.43538 3.88488
H -4.26377 3.12488 2.04323
H -1.53257 6.15267 1.21284
H -1.72945 0.12195 6.76995
*
```

Its strongest force on any atom is 1.07 eV/Å. The calculation puts the energy relative to the best compared isomer or geometry (same formula, charge and spin) at 128.28 kJ/mol. The value obtained for the LUMO energy is 2.0743 eV. For the HOMO energy, the calculation gives -4.3 eV.

[2]
Here is C36H48N3O15 as an isolated structure in a non-equilibrium geometry from OMol25. Energies are from ωB97M-V/def2-TZVPD.

```
! RIJCOSX wB97M-V def2-TZVPD def2/J DEFGRID3
* xyz 1 1
O 1.79101 1.50953 4.52623
O -2.44358 -4.85670 3.59149
O -1.67047 4.32540 -3.23627
O 0.88715 -1.66928 0.51359
O 0.10140 0.17074 1.37119
O -0.98962 0.62421 2.74518
O -4.59792 -1.28523 0.06433
O 4.43789 -4.87337 -1.06558
O 0.22559 -2.70141 -2.03895
O 0.50179 0.04087 -0.73371
O 1.29856 5.45128 1.31385
O -3.92352 3.75397 0.54179
O -4.00539 5.24679 2.69866
O -3.17272 -0.47359 -2.81555
O 4.05795 0.49588 -3.89839
N 1.29855 -0.72200 3.83027
N 0.46930 -0.52035 0.44886
N 2.62352 -3.97726 0.29405
C -4.22689 -4.02405 2.43049
C 5.83057 1.07884 -2.65168
C -2.87809 1.99285 3.75454
C 3.09820 0.73116 2.52227
C -3.78570 2.76509 -0.10976
C 0.83785 -1.12757 5.16259
C 3.65432 -4.01783 -0.84450
C -5.01583 1.97521 -0.65562
C -2.24105 1.05942 -1.33215
C -4.81400 -3.03888 1.57959
C -2.81438 -4.01434 2.72428
C 0.43688 3.69316 -0.09991
C -3.52764 3.23452 3.78582
C -2.46797 2.12228 -0.39435
C 3.64476 1.67077 -1.72174
C -3.39031 4.26070 2.71311
C 4.50547 1.53801 -3.05680
C 1.57929 -5.07144 0.05561
C -1.08477 4.58688 -2.11454
C -3.41815 0.41674 -1.93750
C -2.33542 3.98551 1.55673
C -1.83194 -3.09127 1.92889
C 2.05885 0.57901 3.70840
C -0.16199 -2.78387 -3.36804
C 0.65781 -1.82532 -4.26886
C -4.04774 -1.99933 0.81452
C -0.48903 6.07922 -0.24691
C 0.51366 5.13885 0.37550
C -4.72933 0.81136 -1.55162
C -2.59534 -2.01441 1.03476
C 3.56210 -2.74598 -1.64527
C -1.84425 1.63746 2.71466
C -0.29917 3.45522 -1.52189
C -1.59313 2.65617 1.71701
C -0.10804 -4.29944 -3.80196
C -1.07005 5.92455 -1.51889
H 0.83400 -4.76938 -3.78922
H 2.49809 1.67754 -1.81969
H -0.71703 -3.11529 1.91493
H 3.72679 0.97548 -1.14683
H 3.33496 -0.25466 2.03991
H -0.74021 2.28791 0.97274
H 1.66330 -1.65550 5.72448
H 0.85233 -4.66298 -0.57110
H -0.55755 -4.46834 -4.75506
H -0.60430 7.15077 0.15016
H 6.66165 0.71887 -3.35633
H 1.68167 -1.47253 3.50676
H 4.17172 -2.18928 -1.38071
H -5.93689 -3.25189 1.74175
H -2.19663 4.58688 0.72094
H 1.70025 -1.89919 -4.45192
H -3.00275 1.30662 4.36164
H -5.43904 0.15032 -1.78569
H 5.63643 0.30264 -1.96834
H 2.63728 -2.32906 -1.99139
H 0.31735 -1.79697 -1.69648
H 2.65776 1.15951 1.76031
H 4.00224 1.22623 2.85202
H 3.15218 -4.58247 1.15575
H -1.21767 0.68971 -1.60362
H 4.51086 0.84266 -4.75225
H 4.50464 2.47023 -3.47301
H 0.30255 -0.56265 3.28721
H -0.65733 -4.78193 -3.31501
H -4.16241 3.41699 4.69296
H -0.12784 2.29583 -1.87073
H 0.97884 2.85359 0.30265
H 6.27218 2.03162 -2.11371
H 3.68628 -3.00364 -2.76610
H -4.86187 -4.80182 3.22878
H 0.47448 -0.23186 5.68230
H -1.78430 6.65509 -2.00333
H -1.74155 2.63664 0.09031
H -5.92892 2.35691 -0.46951
H 1.16619 -5.26962 1.02369
H -1.88140 -1.06292 0.45427
H -1.20851 -2.36580 -3.48653
H 3.78032 2.69936 -1.11468
H -0.05202 -1.91301 5.07347
H 0.20219 -1.96587 -5.24352
H 0.80499 -0.84300 -3.67736
H 2.16470 -3.22120 0.48561
H 1.94297 -5.89928 -0.50828
*
```

Its strongest force on any atom is 15.98 eV/Å. The calculation puts the energy relative to the best compared isomer or geometry (same formula, charge and spin) at 361.14 kJ/mol. The value obtained for the LUMO energy is -4.2673 eV. For the HOMO energy, the calculation gives -10.2 eV.

[3]
Here is one molecule with the formula C4H5NO2 in a non-equilibrium geometry from OMol25. Energies are from ωB97M-V/def2-TZVPD.

```
! RIJCOSX wB97M-V def2-TZVPD def2/J DEFGRID3
* xyz 0 1
O 1.33498 -0.39897 -0.23174
O -2.00588 -1.45277 -0.83776
N 1.32189 1.73800 0.57632
C -0.74853 0.37965 0.16460
C -0.81538 -0.88972 -0.52090
C 0.42711 -1.38244 -0.64732
C 0.61395 0.62649 0.22940
H 2.18738 1.61153 1.07884
H 0.79646 2.56798 0.79913
H 0.84142 -2.35033 -0.85284
H -2.64154 -0.72016 -0.84970
H -1.22632 0.15311 1.10692
*
```

Its strongest force on any atom is 1.80 eV/Å. The calculation puts the energy relative to the best compared isomer or geometry (same formula, charge and spin) at 221.49 kJ/mol. The value obtained for the LUMO energy is 0.8707 eV. For the HOMO energy, the calculation gives -7.8 eV. The structure (SMILES) is Nc1cc(O)co1.

[4]
Here is one molecule with the formula C6H9NO6 in a non-equilibrium geometry from OMol25. Energies are from ωB97M-V/def2-TZVPD.

```
! RIJCOSX wB97M-V def2-TZVPD def2/J DEFGRID3
* xyz 0 1
O -0.02372 -2.59232 -1.01497
O 2.57353 1.98227 1.36982
O 1.07627 3.35562 -0.02236
O -0.14291 -0.33315 1.72278
O -2.44843 -0.38367 -1.03485
O -0.45286 1.73949 -0.31628
N 0.63130 2.19842 0.16066
C -0.16786 -1.11470 -0.86710
C 1.20211 0.01458 1.55121
C -2.13037 -0.49960 0.27311
C -1.29216 -0.48199 -1.78300
C 1.45766 1.39156 0.94090
C -0.78176 -0.95766 0.58606
H 1.66566 -0.74929 0.90745
H -2.85107 -0.28597 0.95930
H 0.83508 -0.83070 -0.98583
H 2.44321 2.93517 0.98978
H -0.81652 0.46693 -2.12459
H -0.04069 -2.72071 -2.01323
H -1.51369 -1.03640 -2.63407
H 1.70281 -0.11167 2.47756
H -0.92561 -1.98622 0.85763
*
```

Its strongest force on any atom is 3.57 eV/Å. The calculation puts the energy relative to the best compared isomer or geometry (same formula, charge and spin) at 268.36 kJ/mol. The value obtained for the LUMO energy (alpha / beta) is 0.4499 / -1.8268 eV. For the HOMO energy (alpha / beta), the calculation gives -9.1 / -6.8 eV.

[5]
Here is one molecule with the formula C2H4ClNOS in a non-equilibrium geometry from OMol25. Energies are from ωB97M-V/def2-TZVPD.

```
! RIJCOSX wB97M-V def2-TZVPD def2/J DEFGRID3
* xyz 0 1
Cl -0.38745 0.72641 -1.98610
S -0.85921 -1.71131 0.36634
O 0.65558 -1.28602 0.86395
N -1.37470 -0.09521 0.53738
C 1.08302 -0.13815 0.15718
C -0.11578 0.71253 -0.25561
H -2.24645 0.09079 0.05453
H -0.13649 1.72055 0.14433
H 1.72705 0.40832 0.85211
H 1.65442 -0.42792 -0.73411
*
```

Its strongest force on any atom is 3.66 eV/Å. The calculation puts the energy relative to the best compared isomer or geometry (same formula, charge and spin) at 177.07 kJ/mol. The value obtained for the LUMO energy is 0.6899 eV. For the HOMO energy, the calculation gives -8.1 eV. The structure (SMILES) is Cl[C@@H]1COSN1.

[6]
Here is a 2-piece molecular cluster, C11H25NSi overall in a non-equilibrium geometry from OMol25. Energies are from ωB97M-V/def2-TZVPD.

```
! RIJCOSX wB97M-V def2-TZVPD def2/J DEFGRID3
* xyz 0 1
Si 1.16929 0.26929 -0.37552
N 1.58385 1.53114 0.62403
C 0.76320 0.35506 -2.12491
C -3.23810 -0.14846 1.49250
C 2.68941 1.21673 1.60956
C -2.11179 1.73205 0.25544
C -2.34776 1.03831 1.31935
C 1.30454 2.89746 0.24617
C 0.27127 -2.44677 0.18494
C -4.01926 -0.41883 0.19207
C 2.70926 -2.16849 -0.33539
C 1.56780 -1.49450 0.33986
C 0.17517 -0.68837 -3.16594
H 2.48732 -2.27975 -1.47116
H -4.74454 0.29593 -0.00219
H 0.45097 -3.15322 -0.56662
H -2.72468 1.65741 -0.65101
H 2.97906 -3.12204 -0.03499
H 1.03074 3.56441 1.10263
H -0.40776 0.01878 -3.69140
H 1.80187 -1.58925 1.48835
H 2.37144 0.23583 2.10472
H 2.12305 3.36355 -0.33419
H -1.77002 1.11861 2.23185
H -3.93072 0.04705 2.32549
H 0.41759 2.98543 -0.41345
H 0.04334 -2.92466 1.08287
H 2.71546 1.98843 2.44996
H -2.56452 -0.96190 1.93323
H 1.12965 -1.12054 -3.51592
H 3.56713 -1.57582 -0.24055
H -0.45231 -1.69680 -0.22165
H 3.69030 1.23445 1.13440
H -3.29010 -0.49525 -0.61007
H -1.33433 2.43304 0.28418
H -4.49519 -1.38674 0.21223
H -0.05162 -1.63352 -2.63192
H 0.44100 1.32197 -2.22693
*
```

Its strongest force on any atom is 5.41 eV/Å. The calculation puts the energy relative to the best compared isomer or geometry (same formula, charge and spin) at 463.88 kJ/mol. The value obtained for the LUMO energy is 0.8007 eV. For the HOMO energy, the calculation gives -6.9 eV. The structure (SMILES) is C/C=[Si](\C(C)C)N(C)C.C=CCC.

What is the strongest force on any atom in the fifth record? 3.66 eV/Å